w:
Formula: C4H10NO3
Source: OMol25
Level of theory: ωB97M-V/def2-TZVPD

Geometry as XYZ:
```
18
Properties=species:S:1:pos:R:3
C 1.09688 1.50228 0.24239
N 1.41194 0.25859 0.17091
C -0.22188 -1.37250 0.79650
C 0.77198 -0.97286 -0.30255
C 0.04210 -0.99265 -1.73813
O -0.81608 -2.17438 -1.74846
O -0.13021 1.87531 0.09653
H 1.84395 2.13701 0.63783
H -1.72989 -1.80841 -1.82300
H -0.61212 -2.43054 0.77273
H -1.11817 -0.69453 0.76890
H -0.04590 -1.25502 1.90945
H 1.44188 -1.73125 -0.50305
H 0.79653 -1.09855 -2.51294
H -0.53617 -0.12420 -1.93467
H -0.32343 2.93966 2.36793
H -0.90722 2.60289 0.99235
O -0.96420 3.33915 1.80727
```

Output
**HOMO-LUMO gap (spin up / spin down)**: 10.25 / 6.58 eV
**E_HOMO (spin up / spin down)**: -0.35577 / -0.35362 Ha
**Molecular weight**: 120.128 u
**Spin multiplicity**: 2



x:
Formula: C4H10NO3
Source: OMol25
Level of theory: ωB97M-V/def2-TZVPD

Geometry as XYZ:
```
18
Properties=species:S:1:pos:R:3
C 1.94051 1.14638 0.55440
N 0.60854 0.85029 0.54784
C 0.56870 -0.67433 -1.56160
C 0.39820 -0.49036 -0.04411
C -0.84520 -1.27012 0.44240
O -2.17257 -0.76942 0.07832
O 2.87740 0.44462 0.19498
H 2.08455 2.20357 0.86700
H -2.18480 0.06852 0.58005
H -0.29342 -0.30010 -2.14429
H 1.54095 -0.30584 -1.90918
H 0.73628 -1.75046 -1.69857
H 1.21073 -1.14463 0.31033
H -0.81423 -2.29506 0.07368
H -0.85996 -1.19003 1.59479
H -2.00698 2.27360 0.22408
H -0.94218 1.41028 0.84353
O -1.84652 1.79308 1.04636
```

Output
**HOMO-LUMO gap (spin up / spin down)**: 10.87 / 6.86 eV
**E_HOMO (spin up / spin down)**: -0.37292 / -0.37308 Ha
**Molecular weight**: 120.128 u
**Spin multiplicity**: 2



Energetically preferred structure: x | next structure: +1.447 eV



w:
Formula: CH14O6
Source: OMol25
Level of theory: ωB97M-V/def2-TZVPD

Geometry as XYZ:
```
21
Properties=species:S:1:pos:R:3
C -2.07815 1.14367 -0.14788
O -0.66282 1.43180 -0.27443
H -2.27263 0.48458 0.71495
H -2.37829 0.46557 -1.02982
H -2.61010 2.13869 -0.09782
H -0.34728 1.07440 -1.06794
O 1.35990 -2.51356 -2.41679
H 2.04383 -3.15043 -2.67258
H 1.43013 -2.48361 -1.50327
O 0.12205 -2.17082 0.36262
H 0.18485 -1.53597 1.11669
H -0.73560 -1.96797 -0.03620
O 0.24277 -0.34654 2.83425
H 0.99586 -0.64943 3.41264
H 0.61652 0.59579 2.71510
O 0.46461 0.35097 -2.75280
H 0.56692 -0.63026 -2.89210
H 1.20696 0.78133 -3.24797
O 0.23925 2.47667 2.40777
H -0.43107 1.79151 2.67618
H 0.07270 2.39564 1.51456
```

Output
**SMILES**: CO.O.O.O.O.O
**HOMO-LUMO gap**: 11.08 eV
**E_HOMO**: -0.38615 Ha
**Molecular weight**: 122.117 u



x:
Formula: CH14O6
Source: OMol25
Level of theory: ωB97M-V/def2-TZVPD

Geometry as XYZ:
```
21
Properties=species:S:1:pos:R:3
C 1.92128 1.33564 1.14619
O 0.81055 0.61856 0.62675
H 2.50598 0.67336 1.78811
H 1.60134 2.20341 1.73933
H 2.62181 1.70002 0.38136
H 0.33670 1.29911 0.10725
O -3.87385 -0.04332 -3.09425
H -3.01724 0.37946 -3.18190
H -3.73222 -0.45857 -2.23288
O -2.18753 -0.76817 -0.45177
H -1.51167 -0.08643 -0.39500
H -2.75755 -0.63762 0.30901
O 0.73967 -2.67114 0.78793
H 1.26242 -2.63622 1.58519
H -0.14061 -2.96445 0.96695
O -1.20823 2.07816 -0.31806
H -1.39617 2.78564 -0.93542
H -1.58130 2.30820 0.53933
O 3.49404 -1.49419 0.09796
H 3.54209 -2.29394 0.58773
H 2.57050 -1.32752 -0.05382
```

Output
**SMILES**: CO.O.O.O.O.O
**HOMO-LUMO gap**: 10.25 eV
**E_HOMO**: -0.37637 Ha
**Molecular weight**: 122.117 u



Energetically preferred structure: w | next structure: +0.108 eV



w:
Formula: C2H4NOP
Source: OMol25
Level of theory: ωB97M-V/def2-TZVPD

Geometry as XYZ:
```
9
Properties=species:S:1:pos:R:3
C 0.47502 -0.50507 -0.87386
N 1.42284 -1.29010 -0.99489
C 1.01066 -0.97052 0.43076
H -0.22183 -0.03460 -1.48095
H 1.42904 -0.24803 1.01006
H 0.63458 -1.77226 0.90378
O -1.60995 2.54417 0.95457
P -1.62805 1.11542 0.73638
H -1.51232 1.16098 -0.68585
```

Output
**SMILES**: C1=NC1.O=P
**HOMO-LUMO gap**: 8.81 eV
**E_HOMO**: -0.35909 Ha
**Molecular weight**: 89.034 u



x:
Formula: C2H4NOP
Source: OMol25
Level of theory: ωB97M-V/def2-TZVPD

Geometry as XYZ:
```
9
Properties=species:S:1:pos:R:3
C 3.75182 0.13668 -0.09646
C -0.90718 -0.11119 1.87839
N 2.86492 -0.01743 -0.82826
O -0.25589 1.82985 0.01566
P -0.19717 0.23244 0.42595
H -1.56419 0.46008 2.48133
H 1.99021 -0.25735 -1.26714
H -0.76684 -1.06269 2.35932
H -0.74382 2.42174 0.47853
```

Output
**HOMO-LUMO gap**: 9.99 eV
**E_HOMO**: -0.35423 Ha
**Molecular weight**: 89.034 u



Energetically preferred structure: x | next structure: +1.675 eV



w:
Formula: C3H7NO2S
Source: OMol25
Level of theory: ωB97M-V/def2-TZVPD

Geometry as XYZ:
```
14
Properties=species:S:1:pos:R:3
N 1.46074 -0.38120 0.75486
C 0.14192 -0.56134 0.20827
C -0.45750 0.96071 0.14647
S -0.32909 1.83970 1.70061
C -0.05288 -1.17032 -1.12996
O 0.62139 -0.99316 -2.12946
O -1.29670 -1.83462 -1.06748
H 2.21360 -0.18911 0.07871
H 1.47797 0.32315 1.53558
H -0.40807 -1.08984 0.95466
H 0.12333 1.54986 -0.69064
H -1.47755 0.85536 -0.14490
H -0.67048 3.11506 1.62250
H -1.34666 -2.42426 -1.83922
```

Output
**SMILES**: N[C@@H](CS)C(=O)O
**HOMO-LUMO gap**: 9.83 eV
**E_HOMO**: -0.33796 Ha
**Molecular weight**: 121.161 u



x:
Formula: C3H7NO2S
Source: OMol25
Level of theory: ωB97M-V/def2-TZVPD

Geometry as XYZ:
```
14
Properties=species:S:1:pos:R:3
N 0.95780 1.26014 0.82319
C 0.26324 0.03245 0.45670
C -0.72861 0.24217 -0.67513
S -2.35230 0.90340 -0.12151
C 1.25592 -1.09077 0.12609
O 1.29615 -2.10483 0.74915
O 2.19461 -0.82564 -0.82709
H 1.81755 1.36128 0.30146
H 1.19768 1.22926 1.80393
H -0.22269 -0.34727 1.34023
H -0.36183 0.96985 -1.38397
H -0.93114 -0.69936 -1.16164
H -2.30514 2.01627 -0.84977
H 1.87660 -0.50325 -1.67660
```

Output
**SMILES**: N[C@@H](CS)C(=O)O
**HOMO-LUMO gap**: 9.78 eV
**E_HOMO**: -0.34420 Ha
**Molecular weight**: 121.161 u



Energetically preferred structure: x | next structure: +0.527 eV



w:
Formula: C4H15N2S
Source: OMol25
Level of theory: ωB97M-V/def2-TZVPD

Geometry as XYZ:
```
22
Properties=species:S:1:pos:R:3
C 1.29396 -0.93115 -1.55674
N 1.21554 -1.04129 -3.00006
C 1.58874 0.51582 -1.20879
N 1.72736 0.68364 0.28282
H 2.10755 -1.56610 -1.21771
H 0.38799 -1.24798 -1.00940
H 1.10562 -2.01012 -3.27272
H 0.39916 -0.55230 -3.35457
H 0.75742 1.15435 -1.50790
H 2.51253 0.87946 -1.66443
H 1.99490 1.64839 0.48012
H 0.80735 0.54089 0.79278
H 2.45155 0.07433 0.65869
C -1.40542 -1.16215 1.97540
S -1.14082 0.60822 1.68566
C -2.11876 0.84292 0.18581
H -2.31011 -1.46006 1.44220
H -1.55168 -1.32783 3.03702
H -0.56646 -1.76333 1.63102
H -2.08727 1.90384 -0.04650
H -1.74681 0.27286 -0.65599
H -3.15106 0.57445 0.38776
```

Output
**Charge**: +1
**HOMO-LUMO gap**: 9.74 eV
**E_HOMO**: -0.47412 Ha
**Molecular weight**: 123.245 u



x:
Formula: C4H15N2S
Source: OMol25
Level of theory: ωB97M-V/def2-TZVPD

Geometry as XYZ:
```
22
Properties=species:S:1:pos:R:3
C -2.98235 -0.88398 1.36487
S -1.23440 -1.41194 0.98359
C -1.40097 -1.22469 -0.79667
H -3.72423 -1.52170 0.84282
H -3.10113 0.17325 1.14636
H -3.04858 -1.06378 2.44379
H -0.48186 -1.46267 -1.34717
H -2.14613 -1.94764 -1.17136
H -1.77672 -0.26204 -1.13951
C 2.33359 0.63966 -0.65055
N 3.31601 1.07772 -1.66493
C 1.14264 1.58388 -0.72205
N 0.23111 1.40151 0.52152
H 2.73138 0.61160 0.39321
H 1.96398 -0.37912 -0.92175
H 3.76154 1.95469 -1.42145
H 4.06924 0.42554 -1.74429
H 0.45693 1.38122 -1.57903
H 1.42840 2.60178 -0.70760
H -0.55672 2.06001 0.47900
H -0.07222 0.40586 0.46758
H 0.85929 1.57017 1.35214
```

Output
**Charge**: +1
**HOMO-LUMO gap**: 9.47 eV
**E_HOMO**: -0.46923 Ha
**Molecular weight**: 123.245 u



Energetically preferred structure: w | next structure: +0.448 eV



w:
Formula: H5N2OP
Source: OMol25
Level of theory: ωB97M-V/def2-TZVPD

Geometry as XYZ:
```
9
Properties=species:S:1:pos:R:3
N -0.41177 -1.20755 0.70212
N 0.02698 1.28149 0.47064
O 2.01020 -0.38002 -0.24314
P 0.55800 -0.16780 -0.25591
H -1.27418 -0.90850 1.00494
H -0.64448 -2.15950 0.28629
H 0.53673 2.20152 0.55903
H -0.86961 1.56783 0.15817
H 0.06813 -0.22746 -2.68216
```

Output
**HOMO-LUMO gap (spin up / spin down)**: 8.13 / 8.89 eV
**E_HOMO (spin up / spin down)**: -0.31740 / -0.35534 Ha
**Molecular weight**: 80.027 u



x:
Formula: H5N2OP
Source: OMol25
Level of theory: ωB97M-V/def2-TZVPD

Geometry as XYZ:
```
9
Properties=species:S:1:pos:R:3
N -1.82627 0.37621 -0.45553
N 1.39969 -1.19134 -0.41608
O -0.90828 -0.61553 -0.38765
P 0.28464 -0.80308 0.76913
H -1.55967 1.20082 0.14024
H -2.59249 0.06554 0.14821
H 1.92233 -2.05577 -0.26029
H 0.85856 -1.17317 -1.26979
H -0.03069 1.65431 0.54880
```

Output
**HOMO-LUMO gap (spin up / spin down)**: 7.29 / 7.88 eV
**E_HOMO (spin up / spin down)**: -0.28821 / -0.30642 Ha
**Molecular weight**: 80.027 u



Energetically preferred structure: w | next structure: +2.608 eV